Record 1
Molecular formula: C8H36F2N17O8
Method: DFT, the ωB97M-V functional and the def2-TZVPD basis

Structure (XYZ):
```
71
Properties=species:S:1:pos:R:3:forces:R:3:lowdin_charge:R:1
F 20.743 20.358 0.797 -0.60 -0.68 0.39 -0.570
F 23.179 20.462 3.714 -0.14 -0.82 0.64 -0.520
O 16.402 18.845 0.986 0.35 -0.33 -0.61 -0.045
O 22.081 19.158 7.951 -0.25 0.01 -0.41 -0.047
O 22.110 16.864 4.047 0.88 -0.22 0.36 0.020
O 19.583 16.561 2.456 -0.38 0.09 0.98 -0.001
O 21.259 23.568 3.419 -0.92 0.16 0.65 0.026
O 20.666 13.105 1.691 0.96 0.00 -0.26 -0.019
O 24.802 16.774 0.676 0.29 1.28 0.15 -0.056
O 18.612 19.575 4.918 -1.11 0.38 0.57 -0.012
N 23.267 18.262 1.438 -0.51 0.47 -0.07 0.190
N 23.754 16.042 5.474 0.60 0.00 -0.88 0.149
N 23.553 19.117 6.185 -0.46 0.44 -0.27 0.164
N 20.856 19.249 3.288 -0.10 1.05 0.04 0.236
N 25.320 18.167 2.405 0.29 0.30 0.37 0.145
N 18.143 20.194 1.546 -0.16 -0.24 -0.10 0.129
N 19.233 23.886 2.436 -0.25 -1.13 0.77 0.144
N 21.914 20.668 6.240 -0.65 -0.14 0.09 0.157
N 22.197 14.775 1.996 -0.12 0.79 0.26 0.198
N 18.311 16.498 4.346 0.00 0.77 0.40 0.175
N 19.085 18.633 6.926 -0.18 0.35 -0.21 0.184
N 21.591 15.889 6.019 -0.99 -0.23 0.66 0.173
N 22.883 12.612 1.820 -0.22 -0.26 0.09 0.151
N 18.457 18.744 -0.134 -0.63 -0.19 -0.02 0.150
N 16.907 18.929 6.356 0.65 0.70 -1.19 0.158
N 19.495 22.324 4.130 -0.54 0.13 -0.06 0.165
N 18.995 14.558 3.240 0.19 -0.24 0.53 0.161
C 18.997 15.914 3.338 0.78 -0.54 -1.95 -0.665
C 21.840 13.491 1.823 -0.50 -0.01 0.16 -0.641
C 22.467 16.320 5.077 -0.24 -0.14 0.40 -0.650
C 24.499 17.748 1.401 -0.55 -2.60 0.17 -0.687
C 22.469 19.590 6.854 0.94 -0.15 0.64 -0.693
C 18.222 19.143 5.999 0.65 -1.29 0.55 -0.646
C 20.068 23.282 3.365 1.99 0.89 -1.11 -0.663
C 17.569 19.203 0.794 0.22 0.86 0.78 -0.691
H 18.125 18.060 -0.786 0.24 -0.11 0.05 0.091
H 19.417 19.094 -0.100 -0.16 -0.03 -0.11 0.069
H 20.084 19.648 3.852 0.42 -1.11 -0.15 0.056
H 25.021 18.880 3.055 0.09 0.24 -0.24 0.075
H 22.964 18.828 2.215 0.30 0.53 -0.21 0.048
H 21.015 18.244 3.322 -0.72 -0.10 0.35 0.047
H 19.122 20.420 1.350 0.38 0.50 -0.02 0.024
H 21.747 19.724 3.588 0.27 0.28 -0.47 0.037
H 18.295 23.532 2.472 -0.31 0.65 -0.39 0.074
H 19.426 24.834 2.184 0.03 0.02 -0.15 0.091
H 23.583 19.444 5.225 0.53 0.13 -0.59 0.048
H 23.827 12.927 1.924 0.12 -0.07 -0.19 0.094
H 20.082 18.757 6.836 0.06 0.13 0.21 0.067
H 18.154 17.488 4.229 0.03 -0.03 0.04 0.075
H 18.709 18.289 7.786 0.32 -0.02 0.25 0.095
H 21.142 21.068 6.742 -0.01 0.15 -0.18 0.094
H 21.517 15.528 2.053 -0.37 -0.37 -0.05 0.077
H 26.261 17.824 2.395 0.04 0.09 0.00 0.087
H 20.652 19.547 2.311 0.53 0.35 -0.71 0.051
H 17.827 16.012 5.073 -0.14 -0.21 -0.16 0.092
H 22.663 11.649 1.656 0.13 0.00 0.04 0.097
H 18.667 13.966 3.986 -0.04 0.17 0.01 0.087
H 22.561 17.926 0.810 0.11 0.01 -0.16 0.111
H 18.572 22.010 3.903 -0.04 -0.35 0.42 0.069
H 17.583 20.646 2.240 -0.07 -0.15 0.05 0.067
H 24.535 16.230 4.868 -0.20 0.19 -0.17 0.099
H 16.680 18.633 7.280 -0.38 -0.03 0.06 0.088
H 21.852 15.234 6.729 0.20 0.04 0.05 0.093
H 23.066 15.031 2.431 0.25 -0.13 -0.32 0.090
H 23.965 15.768 6.412 -0.12 -0.02 0.11 0.091
H 16.228 19.122 5.640 -0.27 0.01 0.31 0.111
H 20.008 21.945 4.899 0.06 -0.31 -0.14 0.068
H 20.605 16.077 5.952 0.07 0.19 -0.46 0.084
H 22.157 20.905 5.273 0.31 0.15 0.09 0.065
H 19.718 14.149 2.621 -0.67 -0.02 0.11 0.041
H 24.087 18.329 6.482 -0.29 -0.21 0.23 0.075
```
Positions in Å, forces in eV/Å.

## Properties
- HOMO energy: -6.1 eV
- Gap between HOMO and LUMO: 7.9 eV
- LUMO: 1.83 eV
- Total charge: -1

Record 2
Molecular formula: C23H45BeCl2N5O4P
Method: DFT, the ωB97M-V functional and the def2-TZVPD basis

Structure (XYZ):
```
81
Properties=species:S:1:pos:R:3:forces:R:3:lowdin_charge:R:1
Cl -2.130 -0.845 0.982 -0.49 0.18 0.70 0.374
Cl -0.594 0.382 -1.964 0.08 1.00 -0.61 0.356
P 0.078 1.963 2.271 -0.51 -0.43 2.73 0.537
O 0.328 1.379 0.965 0.26 0.06 -0.88 -0.268
O -1.380 -2.059 -1.307 -0.17 -1.64 0.07 -0.333
O -2.609 2.551 -1.207 -1.32 -1.42 0.66 0.026
O 3.561 1.056 -0.510 -1.12 0.87 -1.34 -0.054
N -3.530 0.368 -1.284 -0.87 0.42 -0.68 -0.263
N -0.758 3.408 2.217 -0.01 -0.01 -0.09 -0.309
N -0.847 1.183 3.479 0.43 0.16 -0.96 -0.323
N 1.493 2.069 3.187 -0.14 0.23 -0.18 -0.303
N 2.855 2.322 -2.303 0.26 0.11 -0.02 -0.195
C -3.227 -5.250 -3.145 0.34 -0.21 -0.37 -0.107
C 1.476 2.417 4.597 0.10 -0.02 0.04 -0.147
C 0.774 -4.646 0.196 -0.08 -0.43 0.62 -0.049
C -1.243 -4.192 -2.220 1.15 -0.43 0.35 -0.128
C -2.464 -5.854 -4.153 0.29 0.05 0.00 -0.127
C 1.283 -2.174 -0.072 -1.83 -1.37 -0.82 -0.091
C -3.204 1.641 -0.668 0.83 1.07 -0.69 -0.322
C 1.897 2.492 -3.385 0.00 -0.14 0.14 -0.071
C -0.475 -3.128 -1.395 -2.58 2.14 -4.47 -0.369
C -0.376 -0.159 3.836 -0.15 -0.20 -0.07 -0.136
C -2.624 -4.437 -2.194 0.40 0.00 0.22 -0.034
C 2.469 -1.884 0.791 0.72 0.45 0.56 -0.101
C -0.926 4.208 3.413 0.01 0.21 -0.09 -0.134
C 4.140 2.964 -2.478 -0.03 -0.06 -0.05 -0.067
C -1.083 -5.653 -4.172 0.01 0.09 0.15 -0.103
C 2.678 1.398 -1.327 0.90 -0.74 0.98 -0.297
C -4.801 -0.132 -0.664 0.30 0.02 0.13 -0.070
C 2.748 2.389 2.526 0.14 0.00 -0.21 -0.108
C 0.568 -3.312 -0.448 3.34 1.61 5.27 -0.277
C -3.702 0.467 -2.770 -0.07 -0.05 0.14 -0.070
C -0.751 4.170 0.984 0.18 0.15 -0.48 -0.102
C -0.489 -4.821 -3.207 -0.30 -0.93 -0.70 -0.050
C -2.301 1.267 3.418 -0.30 -0.35 -0.26 -0.169
Be -2.002 -0.686 -1.001 2.13 -1.14 0.41 -0.411
H 4.690 2.936 -1.535 -0.08 0.00 -0.17 0.081
H 0.910 2.158 -3.050 0.13 0.11 -0.11 0.019
H -2.694 0.605 2.621 0.00 0.43 0.57 -0.028
H -2.608 2.297 3.210 -0.03 -0.27 0.16 0.059
H -1.681 4.967 3.197 -0.03 0.01 0.12 0.077
H 3.239 -2.665 0.923 -0.57 -0.03 -0.06 0.064
H -4.624 -0.985 -0.011 0.10 0.07 -0.14 0.052
H 2.176 -1.507 1.796 -0.04 -0.40 -0.35 0.070
H -2.699 0.931 4.388 0.00 0.20 -0.15 0.079
H -5.514 -0.373 -1.453 0.09 -0.10 0.13 0.080
H 0.261 4.465 0.685 0.02 0.02 -0.09 0.081
H 3.006 -1.000 0.375 -0.36 -0.62 0.05 0.049
H 1.669 0.956 -1.326 0.18 0.12 0.13 0.041
H -2.926 -6.474 -4.925 0.03 0.19 0.30 0.088
H -0.209 -4.959 0.561 -0.07 -0.16 -0.08 0.083
H -0.008 4.731 3.703 0.01 0.04 0.08 0.073
H -1.313 5.090 1.148 -0.10 -0.01 -0.04 0.073
H -5.213 0.683 -0.065 -0.23 -0.24 0.03 0.082
H 4.731 2.465 -3.259 0.00 0.02 0.13 0.088
H -1.217 3.624 0.160 0.21 0.01 0.19 0.056
H 2.187 1.908 -4.271 -0.02 0.04 0.14 0.088
H -0.467 -6.128 -4.953 -0.32 0.29 0.44 0.095
H -0.618 -0.889 3.038 0.20 0.23 0.43 0.028
H -1.281 3.613 4.253 0.15 -0.07 0.00 0.070
H -3.592 1.692 0.368 0.38 -0.05 -0.21 0.125
H 2.851 3.469 2.334 0.05 -0.04 0.06 0.079
H 3.580 2.087 3.176 -0.12 0.01 -0.12 0.079
H 0.590 -4.673 -3.254 -0.24 0.13 0.05 0.113
H 2.321 1.921 5.093 -0.07 0.09 -0.03 0.079
H -4.755 0.684 -2.958 0.05 0.17 -0.22 0.078
H -3.075 1.261 -3.167 0.12 -0.20 0.09 0.066
H 1.126 -5.447 -0.461 0.04 0.09 -0.10 0.069
H 2.849 1.862 1.572 -0.14 0.04 0.18 0.054
H 0.709 -0.140 4.007 -0.36 -0.06 -0.05 0.070
H 1.404 -4.618 1.100 0.08 0.17 -0.52 0.074
H -0.891 -0.459 4.764 0.21 0.00 -0.20 0.078
H 1.573 3.500 4.765 0.07 -0.08 0.04 0.068
H -4.298 -5.420 -3.133 0.03 0.07 0.12 0.089
H -3.460 -0.496 -3.236 0.11 0.27 0.16 0.095
H 3.972 3.997 -2.802 0.09 -0.07 0.14 0.078
H 0.550 2.074 5.063 0.18 0.10 -0.11 0.068
H -3.218 -3.994 -1.410 -0.04 0.24 0.03 0.106
H 0.407 -2.912 -2.086 -1.67 0.49 -1.29 0.148
H 1.877 3.548 -3.682 -0.14 -0.14 0.14 0.079
H 0.840 -1.241 -0.445 0.20 -0.38 -0.12 0.057
```
Positions in Å, forces in eV/Å.

## Properties
- HOMO energy: -3.9 eV
- Gap between HOMO and LUMO: 6.4 eV
- LUMO: 2.56 eV
- Total charge: -1

Record 3
Molecular formula: C29H48AuN2O6P2
Method: DFT, the ωB97M-V functional and the def2-TZVPD basis

Structure (XYZ):
```
88
Properties=species:S:1:pos:R:3:forces:R:3:lowdin_charge:R:1
Au -0.274 -1.189 0.434 -0.01 -0.25 -0.09 1.093
P 0.290 0.448 -2.680 0.07 -0.05 -0.03 0.460
P 2.475 0.868 -0.642 -0.04 -0.12 0.01 0.470
O 2.357 2.416 -0.478 0.00 0.01 -0.01 -0.164
O 0.109 0.262 -4.229 0.04 0.00 0.02 -0.168
O -0.326 -0.650 -1.887 -0.12 0.00 -0.01 -0.332
O -0.202 1.904 -2.385 0.03 0.01 0.01 -0.171
O 4.008 0.577 -0.466 -0.05 0.02 -0.05 -0.159
O 1.629 0.060 0.283 0.06 0.19 0.03 -0.367
N -0.453 -1.744 2.623 0.02 -0.02 0.17 -0.027
N -1.161 -2.730 2.860 -0.02 0.00 -0.11 0.112
C -0.010 -0.953 3.729 -0.05 -0.06 -0.14 -0.238
C 2.563 3.035 0.840 0.01 -0.01 -0.02 -0.420
C 0.884 0.663 5.776 0.00 0.01 0.02 -0.067
C 1.205 3.384 1.402 0.00 0.00 0.05 -0.029
C 1.418 0.804 4.504 0.01 -0.02 -0.03 -0.068
C -3.096 0.075 1.573 0.02 -0.07 0.00 -0.496
C 4.424 -0.937 1.404 0.00 -0.04 0.01 -0.038
C -1.531 -1.472 -4.739 0.00 0.01 -0.02 -0.035
C -1.773 3.431 -1.460 -0.02 0.00 0.02 -0.035
C 0.936 -2.036 -4.543 0.00 -0.03 -0.01 -0.048
C -1.646 -3.401 1.720 0.07 0.06 0.16 -0.290
C -1.365 -2.917 0.439 0.00 -0.05 -0.06 -0.215
C 2.055 0.619 -2.370 0.00 0.08 -0.05 -0.190
C 0.968 -0.003 3.468 -0.03 0.03 0.06 -0.038
C -4.072 -0.575 0.599 -0.01 0.01 -0.01 -0.067
C -1.826 0.503 0.892 -0.11 0.34 0.05 -0.086
C -3.734 1.301 2.243 0.00 0.01 0.00 -0.069
C -2.952 -5.189 0.822 0.01 0.01 0.02 -0.068
C -0.105 -0.284 6.018 -0.01 -0.01 0.00 -0.062
C 4.610 -0.707 -0.079 0.03 0.08 -0.01 -0.396
C -1.895 -3.581 -0.651 0.02 -0.01 -0.01 -0.108
C -2.434 -4.531 1.924 0.02 0.00 -0.07 -0.011
C 4.095 -1.841 -0.941 0.02 -0.05 0.00 -0.047
C -1.599 2.339 -2.491 -0.02 -0.01 0.00 -0.420
C -0.562 -1.098 4.998 0.06 0.04 0.00 -0.014
C -0.104 -1.008 -4.937 0.01 0.04 0.00 -0.397
C 3.465 4.228 0.626 0.00 -0.01 0.00 -0.029
C -1.871 2.814 -3.902 -0.03 -0.01 0.02 -0.031
C -2.682 -4.714 -0.456 -0.02 -0.01 -0.01 -0.064
H -1.722 -2.339 -5.371 0.01 0.00 0.00 0.094
H -1.949 0.843 -0.133 0.04 -0.02 -0.01 0.037
H 0.809 -2.926 -5.160 0.00 0.00 -0.01 0.094
H -3.989 2.058 1.498 0.00 0.00 -0.01 0.081
H -2.903 3.161 -3.974 0.00 0.00 0.00 0.095
H -2.819 3.738 -1.420 0.00 0.00 -0.01 0.095
H 3.382 -1.148 1.642 0.01 0.01 0.00 0.067
H -2.862 -0.642 2.369 -0.01 0.02 0.00 0.110
H 2.986 4.949 -0.036 -0.01 -0.01 -0.01 0.093
H 0.049 -0.713 -5.975 -0.01 -0.02 0.00 0.146
H -4.342 0.130 -0.192 0.00 0.01 0.00 0.083
H 0.824 -2.332 -3.499 0.00 0.01 0.01 0.076
H 4.605 -2.761 -0.654 0.00 0.00 -0.01 0.096
H -3.568 -6.068 0.955 0.00 0.00 0.00 0.109
H -1.709 -1.748 -3.700 0.01 0.00 0.02 0.062
H -2.227 1.477 -2.246 0.00 0.01 -0.02 0.131
H -2.232 -0.687 -5.023 0.00 0.00 0.00 0.086
H 5.028 -1.791 1.714 0.01 0.00 0.00 0.094
H 3.665 4.716 1.580 0.00 -0.01 0.01 0.093
H -4.991 -0.869 1.107 0.00 -0.01 0.00 0.085
H -3.093 -5.231 -1.314 0.01 0.00 -0.01 0.110
H -1.177 1.145 1.485 0.04 -0.04 0.01 0.046
H -3.645 -1.462 0.131 0.02 -0.02 -0.01 0.058
H 2.541 -0.297 -2.713 -0.04 -0.01 0.04 0.066
H -3.059 1.754 2.971 0.00 0.00 0.01 0.077
H -1.475 3.088 -0.470 -0.01 0.00 -0.02 0.061
H -1.722 2.019 -4.629 0.00 0.00 -0.01 0.069
H 4.755 -0.067 1.971 0.00 0.01 0.00 0.089
H 4.303 -1.664 -1.996 0.00 0.01 0.00 0.085
H 0.596 2.488 1.523 0.00 0.00 -0.01 0.054
H -1.698 -3.223 -1.654 -0.01 0.01 0.00 0.085
H 2.446 1.455 -2.952 0.01 -0.02 -0.01 0.103
H 1.234 1.294 6.582 0.00 0.00 0.00 0.110
H 1.944 -1.657 -4.716 0.01 0.00 0.00 0.085
H 4.413 3.921 0.187 0.01 0.00 0.00 0.089
H 0.690 4.078 0.737 0.00 0.00 -0.01 0.088
H -0.526 -0.382 7.010 0.00 0.00 0.00 0.112
H -2.625 -4.871 2.933 -0.01 0.01 0.01 0.117
H -1.212 3.646 -4.150 0.02 0.00 0.00 0.096
H 2.186 1.543 4.316 0.00 0.00 0.00 0.105
H -4.652 1.018 2.760 0.00 -0.01 0.00 0.083
H -1.170 4.299 -1.730 0.02 -0.01 0.01 0.094
H -1.333 -1.834 5.171 -0.01 -0.01 -0.01 0.110
H 1.316 3.858 2.378 0.00 0.00 0.00 0.095
H 3.061 2.297 1.476 0.00 0.02 0.01 0.131
H 5.662 -0.532 -0.300 0.00 -0.03 0.03 0.146
H 1.364 0.099 2.466 0.00 -0.02 0.02 0.064
H 3.025 -1.999 -0.795 -0.03 0.00 0.02 0.075
```
Positions in Å, forces in eV/Å.

## Properties
- HOMO energy (spin up / spin down): -10.0 / -11.2 eV
- Gap between HOMO and LUMO (spin up / spin down): 6.7 / 7.5 eV
- <S²>: 2.0118
- Multiplicity: 3
- LUMO (spin up / spin down): -3.25 / -3.64 eV
- Total charge: +1

Record 4
Molecular formula: C4H7N
Method: DFT, the ωB97M-V functional and the def2-TZVPD basis

Structure (XYZ):
```
12
Properties=species:S:1:pos:R:3:forces:R:3:nbo_charge:R:1
N 0.044 1.553 0.114 -1.85 0.44 1.51 -0.384
C -1.158 -0.100 0.694 0.55 -1.25 -0.06 -0.520
C -0.894 1.336 1.047 2.23 -1.71 -4.36 0.090
C 1.627 -0.898 -0.691 -4.53 1.59 -0.21 -0.619
C -0.192 0.258 -0.460 3.63 -2.35 2.38 0.015
H -2.141 -0.517 0.438 0.04 0.49 0.18 0.220
H 1.178 -1.221 -1.596 0.19 -0.86 -0.89 0.183
H -1.499 2.046 1.459 -0.87 1.95 1.94 0.189
H 1.850 -1.692 -0.022 0.11 -0.17 0.80 0.197
H -0.444 0.172 -1.476 -0.53 0.29 -1.10 0.200
H 2.290 -0.126 -0.897 1.42 1.13 0.13 0.198
H -0.661 -0.811 1.390 -0.38 0.45 -0.33 0.233
```
Positions in Å, forces in eV/Å.

## Properties
- HOMO energy: -8.5 eV
- Gap between HOMO and LUMO: 9.3 eV
- LUMO: 0.78 eV